Record 1
Molecular formula: C5H14N2
Method: DFT, ωB97M-V/def2-TZVPD

Computed properties:
Electronic energy: -8391.2071 eV
Largest force on an atom: 2.15 eV Å⁻¹
LUMO: 1.071 eV
Energy relative to the best compared isomer or geometry (same formula, charge and spin): 136.2 kJ/mol
Structure (SMILES): CCNCCCN

Cartesian coordinates (Å):
C 1.87097 0.38418 0.68659
N 0.68628 -0.39387 0.32269
C -0.47124 -0.96252 0.98938
C -1.64464 -1.10812 -0.00706
C -1.90344 0.08991 -0.92348
N -1.55073 1.39798 -0.34571
C 2.78561 0.45954 -0.53075
H 2.31377 -0.02551 1.60475
H 1.53004 1.40129 0.87830
H 0.88276 -1.05648 -0.42027
H -0.22934 -1.98294 1.32308
H -0.78802 -0.37019 1.85392
H -1.24916 -1.91961 -0.62812
H -2.46780 -1.58599 0.53546
H -1.42392 -0.02569 -1.90714
H -2.98111 0.12533 -1.08956
H -0.53370 1.41117 -0.34510
H -1.79948 2.17135 -0.94822
H 2.32826 1.15722 -1.22638
H 3.74061 0.89131 -0.22388
H 2.98264 -0.56065 -0.88088

Forces on the atoms, in the same order (eV/Å):
-1.354 -0.414 0.582
-0.194 -0.613 -2.050
0.020 0.620 0.863
1.812 -0.776 0.075
-1.005 0.683 -0.073
0.710 -0.264 0.344
0.273 -0.117 1.229
0.456 0.205 -0.210
0.117 0.184 0.476
0.449 0.341 -0.004
-0.206 0.134 0.405
0.243 0.041 -0.094
-0.421 -0.047 -0.418
-0.282 0.672 -0.181
-0.055 -0.364 0.260
-0.049 -0.060 -0.296
-0.036 0.044 0.347
-0.427 -0.173 -0.181
0.040 -0.463 -0.535
0.020 -0.023 -0.073
-0.112 0.392 -0.467

The natural (NBO) scheme yields these atomic charges, measured in e: -0.1941, -0.6822, -0.1961, -0.4083, -0.2227, -0.8435, -0.6094, 0.1686, 0.1769, 0.3454, 0.1650, 0.1984, 0.1888, 0.2114, 0.1667, 0.1917, 0.3604, 0.3515, 0.2134, 0.2143, 0.2035


Record 2
Molecular formula: C5H14N2
Method: DFT, ωB97M-V/def2-TZVPD

Computed properties:
Electronic energy: -8391.4610 eV
Largest force on an atom: 2.85 eV Å⁻¹
LUMO: 1.046 eV
Energy relative to the best compared isomer or geometry (same formula, charge and spin): 111.7 kJ/mol
Structure (SMILES): CN[C@@H](C)CCN

Cartesian coordinates (Å):
C 0.98499 1.80780 1.21422
N 0.41776 0.45484 1.01562
C 0.37597 0.00852 -0.34573
C -0.40014 -1.31019 -0.54576
C -1.94393 -1.10593 -0.45198
N -2.52305 -0.20186 0.53051
C 1.72159 -0.03014 -1.08439
H 2.07306 1.77858 1.02800
H 0.53050 2.51665 0.53123
H 0.92950 2.00462 2.28192
H 0.95243 -0.13470 1.62572
H -0.21576 0.69690 -0.98615
H -0.23143 -1.87104 -1.45828
H -0.06706 -1.91308 0.31938
H -2.13537 -0.59182 -1.41217
H -2.46260 -2.06089 -0.55152
H -2.03951 0.69006 0.51530
H -2.17878 -0.53989 1.42790
H 2.19547 0.95055 -1.13446
H 1.60596 -0.51190 -2.04858
H 2.41039 -0.63707 -0.47079

Forces on the atoms, in the same order (eV/Å):
0.982 -1.504 -0.068
-0.467 1.159 0.301
-0.306 -0.092 -2.801
-0.519 -0.041 2.802
0.630 1.215 -2.182
0.537 -0.823 1.078
0.510 -0.546 1.368
-0.169 0.333 -0.289
-0.238 0.276 0.338
-0.547 0.624 -0.093
0.098 -0.795 -0.071
0.018 0.453 0.794
0.481 0.218 -0.184
-0.115 -0.413 -0.374
-0.279 -0.302 0.026
-0.073 0.045 0.531
-0.028 0.059 -0.493
-0.447 -0.050 0.269
-0.170 0.021 -0.373
0.136 0.228 -0.242
-0.033 -0.066 -0.336

The natural (NBO) scheme yields these atomic charges, measured in e: -0.4124, -0.6399, -0.0525, -0.4123, -0.2111, -0.8091, -0.6246, 0.1655, 0.1997, 0.2039, 0.3544, 0.1706, 0.2138, 0.1818, 0.1674, 0.1913, 0.3559, 0.3426, 0.2079, 0.2142, 0.1928


Record 3
Molecular formula: C5H14N2
Method: DFT, ωB97M-V/def2-TZVPD

Computed properties:
Electronic energy: -8390.8361 eV
Largest force on an atom: 2.40 eV Å⁻¹
LUMO: 1.094 eV
Energy relative to the best compared isomer or geometry (same formula, charge and spin): 172.0 kJ/mol
Structure (SMILES): CNC[C@@H](C)NC

Cartesian coordinates (Å):
C -1.47546 0.55811 -1.76260
N -1.58845 0.30494 -0.31624
C -1.35369 -1.67245 1.22754
C -0.70229 -0.85350 0.08687
C 0.61540 -0.31633 0.67375
N 1.39613 0.46657 -0.29555
C 2.53205 1.20889 0.23508
H -1.27422 1.60216 -2.03888
H -2.46181 0.44456 -2.22623
H -0.77135 -0.03362 -2.35574
H -1.00029 1.02940 0.09204
H -2.10859 -1.06193 1.72185
H -1.70385 -2.66028 0.94983
H -0.66778 -1.77905 2.07223
H -0.47010 -1.56478 -0.70288
H 0.39286 0.36844 1.48250
H 1.29272 -1.12075 0.98128
H 0.88605 0.92689 -1.02445
H 3.15231 1.73216 -0.48843
H 2.22928 2.00101 0.93671
H 3.08110 0.41953 0.75130

Forces on the atoms, in the same order (eV/Å):
-1.253 0.662 -1.137
2.265 -0.656 -0.425
0.278 0.797 0.724
-0.096 -0.442 1.546
0.845 0.774 -1.702
0.368 -0.188 -0.926
-0.943 -0.494 0.577
0.303 0.022 0.598
0.054 -0.469 0.015
0.071 -0.247 0.464
-0.829 0.513 0.131
-0.589 -0.194 -0.481
-0.291 0.069 -0.103
0.398 -0.420 -0.256
-0.145 0.410 -0.528
-0.315 -0.182 0.971
-0.427 -0.041 0.375
-0.285 0.206 0.050
-0.067 -0.498 -0.451
0.028 -0.184 0.328
0.632 0.561 0.231

The natural (NBO) scheme yields these atomic charges, measured in e: -0.4481, -0.6046, -0.6184, -0.0667, -0.2292, -0.6589, -0.4075, 0.1920, 0.1968, 0.1878, 0.3464, 0.2236, 0.2139, 0.2016, 0.1958, 0.1612, 0.1988, 0.3625, 0.2051, 0.1573, 0.1907


Record 4
Molecular formula: C5H14N2
Method: DFT, ωB97M-V/def2-TZVPD

Computed properties:
Electronic energy: -8385.0772 eV
Largest force on an atom: 6.52 eV Å⁻¹
LUMO: -0.453 eV
Energy relative to the best compared isomer or geometry (same formula, charge and spin): 727.7 kJ/mol

Cartesian coordinates (Å):
C 1.00178 0.15686 0.91536
N 1.43532 0.66053 -0.44437
C 2.22202 -0.51098 -0.33964
C 0.18007 -1.27714 0.88150
C -0.85383 -1.30221 -0.28993
C -1.62807 -0.04091 -0.54669
N -2.57712 0.09803 0.56763
H 1.60477 0.12409 1.89706
H 0.15863 0.85132 1.25454
H 1.32031 4.18610 -1.76072
H 2.10548 -1.53332 -0.67409
H 0.99628 4.58106 -2.37101
H 3.28380 -0.23723 -0.32297
H 0.88485 -2.20177 0.79770
H -0.28607 -1.31196 1.90902
H -0.25559 -1.63282 -1.31337
H -1.47359 -2.15676 -0.32116
H -2.13085 0.14881 -1.56362
H -0.77288 0.62247 -0.44723
H -2.97513 1.02675 0.74859
H -2.24016 -0.25093 1.42339

Forces on the atoms, in the same order (eV/Å):
-3.382 -1.615 1.783
2.764 -4.244 1.743
0.566 5.821 -2.876
0.310 -0.221 0.582
2.481 -1.595 -3.399
0.230 0.981 0.523
-1.398 0.944 -1.115
0.153 0.198 -1.703
0.957 -0.445 -0.651
-0.688 0.804 -1.288
-1.278 -0.405 0.964
0.687 -0.819 1.291
0.372 -0.457 0.139
-1.462 1.651 0.328
0.255 -0.198 -1.088
-0.953 1.371 2.305
-0.996 -1.091 0.991
0.770 -0.845 1.557
-0.477 1.173 -0.592
0.489 -0.511 -0.458
0.600 -0.498 0.965

The natural (NBO) scheme yields these atomic charges, measured in e: -0.3665, -0.5412, 0.1014, -0.4099, -0.4151, -0.2461, -0.8615, 0.1887, 0.2618, 0.0112, 0.1827, -0.0117, 0.1593, 0.2077, 0.2081, 0.1963, 0.2201, 0.2037, 0.1995, 0.3625, 0.3490


Record 5
Molecular formula: C5H14N2
Method: DFT, ωB97M-V/def2-TZVPD

Computed properties:
Electronic energy: -8391.5291 eV
Largest force on an atom: 1.56 eV Å⁻¹
LUMO: 1.057 eV
Energy relative to the best compared isomer or geometry (same formula, charge and spin): 105.2 kJ/mol
Structure (SMILES): CC[C@@H](CN)NC

Cartesian coordinates (Å):
C -1.42055 1.35565 1.36796
N -1.18339 0.99311 -0.04249
C 1.56252 0.77805 -1.71985
C 1.15500 0.25457 -0.36804
C -0.30936 -0.17060 -0.32196
C -0.53883 -1.27404 0.69909
N -0.28182 -2.56606 0.03950
H -1.44374 2.42934 1.43706
H -2.43381 1.02626 1.62746
H -0.70229 0.87053 2.03205
H -0.84384 1.83634 -0.48395
H 0.94908 1.64772 -1.99610
H 2.56917 1.17525 -1.74466
H 1.36719 0.07625 -2.52964
H 1.33310 0.91799 0.47808
H 1.80059 -0.59915 -0.08596
H -0.73081 -0.60095 -1.22944
H -1.56572 -1.30244 1.04685
H 0.13960 -1.10438 1.53971
H 0.58662 -2.49748 -0.48749
H -0.00870 -3.24598 0.74180

Forces on the atoms, in the same order (eV/Å):
-0.610 -0.986 -0.797
-0.133 0.320 0.267
-0.538 1.264 -0.278
0.356 -1.484 0.158
-1.137 0.766 0.750
0.395 -0.356 -0.203
0.700 -0.185 0.208
0.333 0.403 0.361
0.212 -0.090 0.312
0.016 0.461 0.260
0.201 -0.321 -0.412
-0.075 -0.046 0.151
0.399 -0.315 -0.086
0.347 -0.292 0.158
-0.101 0.540 -0.205
-0.188 -0.008 -0.376
0.645 0.086 -0.544
-0.143 0.226 0.114
-0.129 -0.047 0.279
-0.136 0.207 -0.268
-0.412 -0.143 0.150

The natural (NBO) scheme yields these atomic charges, measured in e: -0.4238, -0.6313, -0.6079, -0.4208, -0.0637, -0.2227, -0.8194, 0.1972, 0.1875, 0.1765, 0.3504, 0.1964, 0.2126, 0.2113, 0.2077, 0.1908, 0.2064, 0.2006, 0.1612, 0.3411, 0.3498


What is the energy relative to the best compared isomer or geometry (same formula, charge and spin) in the second record?
111.7 kJ/mol